This record from the OMol25 dataset describes a structure of composition C17H24Cl2O10S2 at a distorted geometry. The level of theory is ωB97M-V/def2-TZVPD.

Cartesian coordinates (Å):
C  -3.27588  -1.67819  -8.36214
C  -2.62600  -1.40092  -7.03803
Cl  -3.71276  -1.46053  -5.69057
C  -1.32036  -1.19935  -6.87270
Cl  -0.35547  -1.42015  -8.29087
C  -0.60017  -0.93393  -5.57162
S  1.00771  -0.03378  -5.84550
C  -1.33832  -0.05858  -4.48802
O  -1.75413  -0.99246  -3.47949
S  -0.61913  -2.06959  -3.34538
O  0.52589  -1.49836  -2.73928
O  -1.16440  -3.28328  -2.87549
O  -0.38350  -2.19960  -4.92976
H  -2.90833  -2.62656  -8.76539
H  -4.35571  -1.75169  -8.24493
H  -3.04261  -0.88748  -9.07914
H  1.65355  -1.06906  -6.39627
H  -2.21289  0.48428  -4.82851
H  -0.63026  0.63711  -4.03560
O  0.94790  -2.62416  3.49026
C  1.36862  -2.27788  2.42134
O  2.28811  -1.29616  2.29890
C  2.54018  -1.01777  0.90432
C  2.12430  -2.28386  0.16636
C  0.99059  -2.79542  1.04966
H  1.93534  -0.15600  0.61451
H  3.59178  -0.76526  0.79545
H  1.83222  -2.09392  -0.86278
H  2.94280  -3.00624  0.16723
H  0.02711  -2.36074  0.77462
H  0.89645  -3.87791  1.07166
O  -0.77853  1.05560  -0.20327
C  -1.07230  0.85990  0.94022
O  -1.67982  -0.28545  1.33973
C  -1.97990  -0.22864  2.74870
C  -1.02303  0.81390  3.31340
C  -0.85688  1.76678  2.13521
H  -3.02837  0.05751  2.86127
H  -1.83595  -1.22303  3.16484
H  -1.39869  1.28136  4.22176
H  -0.06560  0.35406  3.54420
H  -1.62376  2.54420  2.10742
H  0.12435  2.23399  2.08632
O  2.10991  3.54501  3.23390
C  1.88445  3.33141  4.38868
O  1.32006  2.17400  4.80792
C  1.06079  2.21825  6.21970
C  2.01713  3.27436  6.76560
C  2.12663  4.23526  5.58346
H  0.01323  2.49211  6.36874
H  1.22831  1.22311  6.62378
H  1.66102  3.73171  7.68602
H  2.98907  2.82156  6.96429
H  1.34321  4.99538  5.59268
H  3.09199  4.72510  5.49258

Atoms 1-6, force components in eV/Å:
C -0.09 -0.09 0.02
C -0.29 -0.10 -0.12
Cl -0.05 0.00 -0.06
C -0.27 -0.09 0.16
Cl 0.17 0.03 -0.14
C 0.77 0.68 -0.02

Computed properties:
**E_HOMO**: -0.3557 hartree
**HOMO-LUMO gap**: 10.14 eV
**E_tot**: -3131.3404 a.u.
**Multiplicity**: 1
**Largest force on an atom**: 1.02 eV/Å



This record from the OMol25 dataset describes a structure of composition C17H24Cl2O5PtS at a distorted geometry. The level of theory is ωB97M-V/def2-TZVPD.

Cartesian coordinates (Å):
C  -0.60886  -3.44050  -0.42702
C  -0.03421  -3.08668  -1.64430
C  -0.72374  -1.99918  -2.20758
C  1.08289  -3.82697  -2.30952
C  -1.80361  -1.59141  -1.32974
C  -1.79056  -2.58824  -0.16219
C  -3.01836  -3.08094  0.50699
C  -0.14810  -4.54319  0.43249
C  -0.44058  -1.43494  -3.54903
C  -3.03047  -0.91704  -1.80926
Pt  -1.22053  -0.81429  0.58534
Cl  3.45989  -2.44622  -0.08488
Cl  0.55276  -0.83847  3.33262
O  -2.77871  0.36706  1.00379
H  1.95109  -3.90000  -1.64046
H  1.42643  -3.29893  -3.20357
H  0.79205  -4.84269  -2.61891
H  0.60367  -1.09201  -3.62761
H  -1.09649  -0.58460  -3.76065
H  -0.58285  -2.18881  -4.34243
H  -2.74817  -0.12576  -2.51580
H  -3.51992  -0.43794  -0.95646
H  -3.73597  -1.59655  -2.31385
H  -3.75395  -2.27250  0.54836
H  -2.74637  -3.36656  1.53034
H  -3.46488  -3.94969  0.01013
H  0.93012  -4.41596  0.62899
H  -0.27927  -5.54493  -0.01492
H  -0.68168  -4.52676  1.38863
H  -2.56683  1.27334  0.71957
O  -1.05809  -1.11498  2.48122
H  -1.76355  -0.67324  3.00121
C  3.43415  6.15395  2.55870
C  2.64530  5.06175  1.89309
C  1.99466  5.32500  0.67957
C  1.24102  4.34007  0.06040
C  1.15082  3.06761  0.63151
C  1.79360  2.78731  1.83528
C  2.55231  3.78314  2.45560
S  0.05033  1.90246  -0.16869
O  -1.25123  2.54400  -0.12437
O  0.55513  1.62232  -1.49932
O  0.18833  0.74400  0.80733
H  4.28818  6.45639  1.93486
H  2.81009  7.04608  2.70846
H  3.80100  5.81116  3.53196
H  2.07576  6.31679  0.22609
H  0.70737  4.54742  -0.86098
H  1.67946  1.80669  2.28437
H  3.08062  3.58343  3.39465

Atoms 1-6, force components in eV/Å:
C -0.42 0.15 -0.95
C -0.28 -0.50 0.25
C -0.36 -0.17 0.32
C 0.44 0.06 0.10
C 0.66 -1.54 0.94
C 0.67 0.46 -3.13

Computed properties:
**Charge**: -2
**E_HOMO (spin up / spin down)**: -0.0162 / -0.0526 hartree
**HOMO-LUMO gap (spin up / spin down)**: 4.79 / 5.32 eV
**Expectation value of S²**: 6.032
**E_tot**: -2476.1095 a.u.
**Multiplicity**: 5
**Largest force on an atom**: 5.59 eV/Å



This record from the OMol25 dataset describes a structure of composition C17H24ClMoN at a distorted geometry. The level of theory is ωB97M-V/def2-TZVPD.

Cartesian coordinates (Å):
C  0.20648  0.71492  -6.30274
C  1.55084  1.18881  -6.07472
C  -0.03943  -0.69742  -6.44858
C  -0.89976  1.63663  -6.19989
Cl  0.51078  1.67453  -1.39830
H  -0.05926  -1.00251  -7.52701
H  -1.05600  -0.95663  -6.06425
H  0.79977  -1.28517  -6.00269
H  2.02550  1.50212  -7.04007
H  2.19860  0.37295  -5.67386
H  1.52736  2.11103  -5.44794
H  -1.15719  2.07069  -7.19889
H  -0.60684  2.50971  -5.57187
H  -1.82276  1.11181  -5.85811
C  1.94432  -1.49006  0.72428
C  1.12446  -2.24014  -0.20002
C  1.25309  -1.62648  -1.49933
H  0.73665  -3.24441  -0.03450
C  2.15981  -0.49849  -1.34046
C  2.56485  -0.43062  0.02297
H  3.26379  0.29504  0.45129
H  2.20474  -1.83491  1.73567
H  0.94151  -2.05576  -2.45737
H  2.57267  0.06632  -2.18227
C  -2.22069  1.16879  0.13391
C  -2.31044  -0.07739  0.82807
C  -2.22599  -1.14756  -0.15116
H  -2.56503  -0.22203  1.88169
C  -2.08752  -0.53824  -1.44532
C  -2.10271  0.89682  -1.25532
H  -2.10203  1.60645  -2.09199
H  -2.26673  2.14266  0.61212
H  -2.41232  -2.19706  0.04907
H  -2.16890  -1.03638  -2.41019
Mo  -0.08310  -0.28002  -0.36615
C  -0.40255  -0.16102  4.92618
C  0.54643  0.60063  3.98389
C  0.24544  0.37856  2.59694
N  0.08910  0.05999  1.49144
H  -1.43725  0.19814  4.82528
H  -0.11912  -0.03260  5.97468
H  -0.38946  -1.24331  4.72417
H  0.47610  1.68550  4.13881
H  1.59278  0.30602  4.12077

Atoms 1-6, force components in eV/Å:
C 0.02 0.04 0.22
C 1.15 0.40 0.28
C -0.22 -1.39 -0.05
C -0.95 0.81 0.20
Cl 0.95 2.47 -0.56
H 0.05 0.41 0.43

Computed properties:
**Charge**: +2
**E_HOMO (spin up / spin down)**: -0.4531 / -0.5248 hartree
**HOMO-LUMO gap (spin up / spin down)**: 4.18 / 6.13 eV
**Expectation value of S²**: 2.026
**Energy above the lowest of the compared OMol25 structures with the same formula, charge and spin**: 0.0 kcal/mol
**E_tot**: -1244.6224 a.u.
**Multiplicity**: 3
**Largest force on an atom**: 6.71 eV/Å



This record from the OMol25 dataset describes a structure of composition C17H24CrN4O5 at a distorted geometry. The level of theory is ωB97M-V/def2-TZVPD.

Cartesian coordinates (Å):
O  -1.47473  -2.75127  0.70570
H  -1.88204  -3.62530  0.62858
Cr  -0.19466  0.04611  -0.60282
N  0.93593  -0.05403  -2.30588
N  -0.83149  1.62094  -1.68359
O  1.89777  -0.91443  -2.53468
O  -1.82479  2.57996  -1.41364
C  0.59663  0.79392  -3.31187
C  -0.31738  1.79955  -2.90729
C  1.12066  0.66304  -4.70319
C  -0.81469  2.94136  -3.71091
H  1.58683  -0.31808  -4.85805
H  1.86030  1.45085  -4.91851
H  0.29893  0.78500  -5.42746
H  -0.92116  3.85472  -3.10993
H  -1.80255  2.71651  -4.14780
H  -0.11802  3.13729  -4.53573
H  0.95090  -2.06985  -1.87449
H  -2.33424  2.20827  -0.66712
O  2.00724  1.75448  -0.01345
H  2.81570  1.48477  -0.48640
H  1.86248  2.67902  -0.28511
C  -2.17741  -0.94302  -0.63162
H  -2.53822  -1.48145  0.23030
H  -2.11492  -1.61114  -1.49763
H  -2.85871  -0.11736  -0.88778
O  0.11189  -2.43340  -1.44315
H  -0.89292  -2.66383  -0.09523
H  -0.12414  -3.22809  -1.93452
C  -1.54632  2.53833  2.88695
C  -1.15411  2.21352  1.57860
N  -0.61310  1.01589  1.29846
C  -0.27317  0.17955  2.31091
C  -0.67817  0.42607  3.65174
C  -1.36406  1.62432  3.91022
C  -0.35109  -0.56385  4.62596
C  0.47713  -1.62730  4.33426
C  1.05466  -1.79433  3.03652
C  2.04228  -2.72880  2.69135
C  2.58743  -2.71059  1.42023
C  2.08329  -1.82739  0.46172
N  1.02918  -1.04253  0.73489
C  0.59537  -0.92711  2.00842
H  -2.00753  3.50439  3.03839
H  -1.24998  2.93022  0.76537
H  -1.71556  1.82945  4.91836
H  -0.75861  -0.43983  5.62873
H  0.73587  -2.35601  5.10028
H  2.38657  -3.43648  3.44335
H  3.38838  -3.37316  1.11274
H  2.50833  -1.73889  -0.53419

Atoms 1-6, force components in eV/Å:
O 1.33 -2.38 0.64
H 0.21 0.06 0.18
Cr -0.30 0.52 1.40
N 0.57 0.95 -3.09
N -0.05 0.98 -2.33
O -1.03 0.40 0.43

Computed properties:
**Charge**: +1
**E_HOMO (spin up / spin down)**: -0.4056 / -0.4091 hartree
**HOMO-LUMO gap (spin up / spin down)**: 7.19 / 7.60 eV
**Expectation value of S²**: 4.033
**E_tot**: -2301.5941 a.u.
**Multiplicity**: 4
**Largest force on an atom**: 3.72 eV/Å



This record from the OMol25 dataset describes a structure of composition C17H24N2O8S4W. The level of theory is ωB97M-V/def2-TZVPD.

Cartesian coordinates (Å):
W  -0.22623  0.36118  0.15999
C  -3.02149  0.75514  -1.90355
C  -3.24853  -0.71938  -1.59733
S  -1.90581  -1.43267  -0.60514
C  -2.75909  -1.94760  0.93615
C  -2.09320  -1.52147  2.23283
S  -1.41623  0.15630  2.33171
C  -2.78522  1.33787  2.17471
C  -3.48433  1.39667  0.82648
S  -2.30538  1.68187  -0.53473
H  -2.29795  0.88391  -2.71066
H  -3.94374  1.24499  -2.21678
H  -4.19082  -0.89619  -1.08134
H  -3.28938  -1.28018  -2.53043
H  -3.78081  -1.57776  0.86944
H  -2.79313  -3.03543  0.91548
H  -2.78911  -1.64768  3.06330
H  -1.21959  -2.13931  2.43275
H  -3.50620  1.12273  2.96441
H  -2.32356  2.29630  2.41788
H  -4.03933  0.48427  0.62286
H  -4.19344  2.22466  0.82174
O  1.89721  0.51198  -0.03669
C  1.59191  -0.08088  -1.13431
O  0.64416  0.44752  -1.81565
C  1.91073  -1.52639  -1.20614
C  2.72915  -2.19218  -2.09239
C  2.87810  -3.55834  -1.91450
C  2.22123  -4.25733  -0.92455
C  1.36586  -3.56661  -0.08027
C  1.20991  -2.18592  -0.17828
O  0.41632  -1.46581  0.64897
N  0.59425  -4.35459  0.89547
O  1.11126  -5.34121  1.34557
O  -0.52403  -3.94350  1.17752
N  3.76455  -4.30035  -2.84218
O  3.85225  -5.49374  -2.67546
O  4.32940  -3.64195  -3.68865
H  3.25750  -1.69483  -2.89316
H  2.35296  -5.32580  -0.82355
C  0.68910  3.95135  -1.95789
C  1.74513  3.66482  -0.90433
S  1.01589  3.54443  0.72853
O  0.08330  2.28769  0.76377
C  2.42762  3.08119  1.74177
C  2.06447  3.11728  3.21580
H  1.18648  4.18118  -2.89879
H  0.06975  4.80682  -1.68826
H  0.05196  3.08478  -2.12220
H  2.45045  4.49419  -0.79783
H  2.31230  2.75567  -1.09228
H  3.21088  3.79862  1.48423
H  2.74339  2.09655  1.39881
H  1.74666  4.11115  3.52718
H  2.93979  2.84147  3.80141
H  1.27265  2.40455  3.44856

Atoms 1-6, force components in eV/Å:
W -0.60 0.31 0.32
C 0.03 -0.05 -0.06
C -0.08 0.04 -0.01
S 0.07 -0.09 -0.01
C -0.15 0.04 0.00
C -0.02 0.00 0.03

Computed properties:
**Charge**: +2
**E_HOMO (spin up / spin down)**: -0.5468 / -0.5567 hartree
**HOMO-LUMO gap (spin up / spin down)**: 8.28 / 7.38 eV
**Expectation value of S²**: 2.012
**Energy above the lowest of the compared OMol25 structures with the same formula, charge and spin**: 19.7 kcal/mol
**E_tot**: -3032.7556 a.u.
**Multiplicity**: 3
**Largest force on an atom**: 0.74 eV/Å



This record from the OMol25 dataset describes a structure of composition C17H24N3P2Rh. The level of theory is ωB97M-V/def2-TZVPD.

Cartesian coordinates (Å):
Rh  -0.03856  -0.01756  -0.80189
C  -2.46545  -2.15088  0.47749
P  -1.47012  -0.71142  0.94635
C  -0.74429  -1.09409  2.55579
C  -2.62905  0.66604  1.26116
C  -3.16189  1.29861  -0.02751
P  -1.83628  1.50208  -1.28594
C  -2.48617  0.88687  -2.85876
C  -1.48178  3.25115  -1.52349
H  -3.16625  -2.41010  1.27264
H  -1.81268  -3.00452  0.29291
H  -3.03253  -1.94432  -0.43153
H  -1.52304  -1.31542  3.28651
H  -0.15646  -0.24765  2.91214
H  -0.09273  -1.96458  2.46697
H  -2.05856  1.40751  1.82993
H  -3.44068  0.33035  1.91051
H  -3.59987  2.27533  0.18551
H  -3.95447  0.69464  -0.47400
H  -3.40480  1.42205  -3.10764
H  -2.71428  -0.17904  -2.80321
H  -1.74454  1.05741  -3.63972
H  -2.37616  3.77264  -1.86679
H  -0.69271  3.33816  -2.27167
H  -1.14425  3.70531  -0.59184
C  2.08729  2.53008  1.80766
C  3.20479  1.77470  2.13373
C  3.33890  0.50333  1.60620
C  2.36111  -0.00304  0.76580
N  1.27292  0.74412  0.47616
C  1.14108  1.98011  0.96937
C  2.41285  -1.31068  0.10665
C  3.43859  -2.23328  0.21491
C  3.36243  -3.40731  -0.51732
C  2.26885  -3.62819  -1.34230
C  1.27912  -2.66461  -1.39941
N  1.35290  -1.54540  -0.68112
H  1.95031  3.53303  2.18491
H  3.96860  2.17827  2.78444
H  4.20757  -0.09750  1.83267
H  0.25889  2.52383  0.66453
H  4.28985  -2.03580  0.85005
H  4.15530  -4.14000  -0.45388
H  2.18396  -4.52414  -1.93973
H  0.41363  -2.77781  -2.04179
N  1.37828  1.22975  -3.34758
C  0.90040  0.80198  -2.38788

Atoms 1-6, force components in eV/Å:
Rh -0.52 0.22 -0.16
C -0.05 0.04 0.04
P 0.10 -0.06 -0.03
C 0.04 -0.06 -0.03
C 0.02 0.08 0.03
C 0.01 0.03 0.03

Computed properties:
**Charge**: +2
**E_HOMO**: -0.5860 hartree
**HOMO-LUMO gap**: 7.81 eV
**Energy above the lowest of the compared OMol25 structures with the same formula, charge and spin**: 0.0 kcal/mol
**E_tot**: -1619.2439 a.u.
**Multiplicity**: 1
**Largest force on an atom**: 0.81 eV/Å